Here is a molecular structure, C48H55IN8P2Ta in a non-equilibrium geometry from OMol25. Energies are from ωB97M-V/def2-TZVPD.

Output
Gap between HOMO and LUMO (alpha / beta): 5.670 / 5.669 eV
E_LUMO (alpha / beta): -0.34961 / -0.34964 Ha

The geometry in ORCA input format:
```
! RIJCOSX wB97M-V def2-TZVPD def2/J DEFGRID3
* xyz 3 1
Ta 11.77 11.71 12.78
C 9.87 14.66 8.87
C 9.80 14.25 10.32
C 8.90 15.28 11.14
P 11.45 14.04 11.25
C 12.03 15.69 11.92
C 11.86 16.92 11.03
C 13.50 15.66 12.40
C 12.66 13.43 10.07
C 13.61 14.15 9.35
C 14.62 13.52 8.72
C 15.68 14.38 8.07
C 14.57 12.12 8.58
C 13.63 11.42 9.23
C 12.66 12.07 10.00
N 11.67 11.32 10.78
C 10.95 10.30 10.05
C 10.82 10.47 8.65
C 10.16 9.51 7.92
C 9.60 8.33 8.51
C 8.83 7.35 7.66
C 9.68 8.26 9.88
C 10.40 9.21 10.69
P 10.09 9.49 12.42
C 10.37 8.09 13.57
C 10.30 6.74 12.82
C 9.60 8.12 14.89
C 8.22 9.79 12.42
C 7.84 10.74 11.29
C 7.42 8.53 12.29
H 8.86 14.66 8.52
H 10.48 14.01 8.23
H 10.30 15.64 8.68
H 9.39 13.25 10.42
H 9.16 16.30 10.86
H 9.00 15.13 12.21
H 7.88 15.12 10.84
H 11.38 15.79 12.73
H 12.47 16.85 10.06
H 12.29 17.75 11.60
H 10.83 17.14 10.87
H 14.19 15.85 11.58
H 13.80 14.74 12.78
H 13.63 16.38 13.15
H 13.59 15.20 9.48
H 16.39 13.75 7.49
H 16.24 14.92 8.84
H 15.20 15.12 7.43
H 15.45 11.62 8.09
H 13.60 10.35 9.17
H 11.23 11.39 8.26
H 9.98 9.70 6.88
H 9.51 6.55 7.40
H 8.41 7.82 6.80
H 8.08 6.85 8.27
H 9.34 7.46 10.53
H 11.43 8.11 13.83
H 9.32 6.34 12.62
H 10.93 6.03 13.38
H 10.81 6.83 11.78
H 8.56 8.32 14.74
H 9.98 8.91 15.53
H 9.64 7.15 15.41
H 8.12 10.33 13.37
H 7.72 10.16 10.38
H 8.57 11.55 11.09
H 6.84 11.17 11.46
H 7.54 8.07 11.28
H 6.35 8.78 12.37
H 7.73 7.78 13.07
C 14.37 8.02 11.56
C 14.96 7.65 12.74
C 14.49 8.22 13.93
C 13.56 9.23 13.84
N 13.05 9.71 12.66
C 13.43 9.02 11.57
C 13.01 9.85 15.09
C 13.28 9.49 16.40
C 12.38 9.89 17.41
C 11.28 10.65 17.04
C 11.17 11.08 15.76
N 12.03 10.71 14.81
C 10.03 11.85 15.29
C 9.02 12.37 16.08
C 8.03 13.17 15.56
C 8.09 13.41 14.23
C 8.99 12.79 13.45
N 9.94 11.97 13.95
H 14.78 7.61 10.65
H 15.72 6.89 12.78
H 14.82 7.87 14.88
H 13.03 9.37 10.61
H 14.13 8.90 16.60
H 12.60 9.68 18.45
H 10.60 11.01 17.81
H 9.02 12.21 17.18
H 7.33 13.66 16.18
H 7.49 14.10 13.67
H 9.02 12.99 12.39
I 16.36 12.58 16.71
C 15.92 12.23 14.75
C 16.94 11.94 13.85
C 16.52 11.63 12.57
C 15.17 11.70 12.23
N 14.20 12.16 13.08
C 14.63 12.41 14.30
H 18.03 11.82 14.13
H 17.22 11.23 11.81
H 14.87 11.54 11.22
H 13.93 12.75 15.05
N 8.93 15.98 15.10
C 10.06 15.79 15.22
N 11.40 15.56 15.16
C 11.66 14.47 14.59
N 11.98 13.47 14.05
*
```

Atomic partial charges in e from the Mulliken method, atoms 1 to 6: Ta 1.7094; C -1.4911; C 0.8479; C -1.2813; P 2.8557; C 0.3598